DFT (wB97M-V/def2-TZVPD) results for a molecular structure, C31H39AsHgN5OS5.

Structure (XYZ):
```
83
Properties=species:S:1:pos:R:3:forces:R:3
Hg -1.03109 -1.20773 0.90865 -0.1429 -0.4918 -0.6864
O -2.05945 -0.09389 4.27944 0.1085 0.1631 -0.0532
S -1.03036 0.81237 3.68691 -0.0901 -0.1646 0.2685
C -0.72854 2.09304 4.91660 -0.1029 0.0735 -0.0105
C -1.25925 1.91853 6.18301 0.0119 0.0279 0.0125
C -1.07173 2.91136 7.13484 0.0159 -0.0031 -0.0122
C -0.36996 4.06456 6.81101 0.0113 -0.0158 -0.0101
C 0.13635 4.23598 5.52890 0.0137 -0.0142 0.0323
C -0.04800 3.25133 4.56963 -0.0084 0.0003 -0.0153
C 0.54916 -0.03586 3.89588 0.0002 -0.0478 -0.0252
C 0.51839 -1.31205 4.42892 0.0169 -0.0139 0.0071
C 1.70590 -2.02394 4.55078 0.0033 0.0190 0.0026
C 2.90257 -1.45530 4.14427 -0.0095 0.0190 -0.0102
C 2.91805 -0.17233 3.60688 0.0065 -0.0272 0.0167
C 1.73971 0.54260 3.47311 -0.0080 -0.0123 -0.0101
H -1.82261 1.01942 6.39643 0.0133 -0.0044 0.0111
H -1.47924 2.78775 8.12980 -0.0001 -0.0071 0.0000
H -0.22495 4.83617 7.55583 -0.0117 0.0046 0.0002
H 0.66719 5.14511 5.27587 0.0000 -0.0007 -0.0075
H 0.30990 3.38162 3.55513 -0.0120 0.0001 -0.0091
H -0.43148 -1.73241 4.72803 0.0082 -0.0142 -0.0265
H 1.69219 -3.02685 4.95702 -0.0116 0.0021 0.0066
H 3.82619 -2.01145 4.23853 -0.0004 -0.0039 -0.0023
H 3.85396 0.26709 3.28585 -0.0036 0.0077 -0.0074
H 1.74065 1.52947 3.03027 -0.0072 -0.0032 -0.0173
S -1.89466 -6.93546 -4.62635 -0.0394 -0.0065 -0.0067
C -1.98342 -5.63519 -3.60964 -0.0203 0.0286 -0.0746
S -2.24888 -5.81197 -1.90281 0.0628 -0.0673 0.1473
C -2.25690 -4.07813 -1.69424 0.0515 0.1394 -0.0196
N -2.07144 -3.44304 -2.79745 -0.2468 0.0275 -0.0232
N -1.90343 -4.29920 -3.86263 0.0019 0.0390 -0.0358
C -1.83006 -3.65711 -5.13733 -0.0074 -0.0656 0.0156
C -1.16690 -4.24147 -6.20615 0.1231 -0.0031 -0.0556
C -1.15791 -3.59632 -7.43595 0.0172 0.0098 0.0199
C -1.78775 -2.37364 -7.60186 0.0221 0.0139 0.0519
C -2.41114 -1.77654 -6.51323 0.0396 -0.0099 -0.0363
C -2.43632 -2.41174 -5.28364 -0.0670 -0.0033 0.0095
S -2.52711 -3.39689 -0.12978 0.1905 0.2460 0.3292
H -0.66045 -5.18514 -6.08237 -0.0530 0.0144 -0.0061
H -0.64373 -4.06050 -8.26735 -0.0089 -0.0024 -0.0047
H -1.78689 -1.88505 -8.56720 0.0206 0.0158 0.0061
H -2.88583 -0.80977 -6.62124 -0.0258 -0.0104 -0.0005
H -2.92439 -1.95699 -4.43451 -0.0168 -0.0039 -0.0108
C -0.31161 0.52270 -2.37777 0.0715 -0.0376 -0.1361
C 0.25122 0.70100 -3.81734 0.0306 -0.0673 0.1077
N 1.47197 -0.09141 -3.98055 0.0735 0.0302 -0.1268
C 1.15256 -1.50993 -3.79212 -0.0287 0.0554 0.0480
C 0.51365 -1.71979 -2.39175 0.1651 -0.0091 -0.0482
N 0.50957 -0.45349 -1.65903 -0.0392 0.0042 0.4040
C 1.87760 0.05050 -1.54484 0.0115 0.0721 -0.1286
C 2.44766 0.31343 -2.96931 -0.1362 -0.0674 0.0542
H -1.34100 0.15814 -2.39213 -0.0052 0.0002 0.0023
H -0.28975 1.45591 -1.81319 -0.0400 -0.0048 0.0154
H 0.49598 1.74729 -4.01954 -0.0245 0.0066 -0.0325
H -0.46615 0.36935 -4.57027 -0.0080 0.0197 -0.0150
H 2.07760 -2.07991 -3.89997 -0.0018 -0.0124 -0.0241
H 0.47319 -1.82015 -4.59015 0.0156 0.0007 0.0194
H 1.06858 -2.45630 -1.80449 0.0024 -0.0033 0.0070
H -0.51080 -2.06627 -2.47300 0.0140 0.0566 0.0025
H 2.47132 -0.69126 -1.00613 -0.0040 -0.0052 0.0048
H 1.84950 0.96096 -0.94265 0.0127 -0.0216 0.0379
H 3.37022 -0.24471 -3.14009 0.0189 0.0159 -0.0003
H 2.66588 1.37368 -3.12357 0.0409 -0.0048 -0.0103
C -3.72032 -3.01308 5.05010 0.0987 0.0248 -0.0344
C -2.81915 -3.04552 3.90369 -0.2130 0.0933 0.0392
N -2.13014 -3.03541 2.98805 0.1239 -0.1157 0.0678
H -3.68385 -2.02077 5.49711 0.0253 0.0178 -0.0229
H -3.41593 -3.75678 5.78400 -0.0097 0.0001 0.0097
H -4.73709 -3.22556 4.72638 -0.0002 -0.0090 -0.0144
C 3.16351 4.02460 0.88716 0.0808 -0.0147 0.0424
As 1.37680 4.05627 0.17053 -0.0466 0.0211 0.0091
C 1.62152 4.14706 -1.73578 0.0036 -0.0033 -0.0912
C 0.72429 5.80049 0.65596 -0.0323 0.0826 0.0233
S 0.16199 2.50229 0.81935 -0.0146 0.0770 0.0410
H 3.73417 4.87132 0.50667 0.0100 -0.0089 -0.0025
H 3.64625 3.09137 0.60317 -0.0141 -0.0086 -0.0021
H 3.10138 4.08058 1.97285 0.0057 -0.0116 0.0010
H 2.12153 5.07668 -2.00568 0.0133 -0.0088 -0.0036
H 0.64455 4.09700 -2.21275 -0.0003 -0.0012 -0.0021
H 2.22095 3.29734 -2.05730 -0.0186 -0.0098 -0.0033
H 1.43352 6.56830 0.34801 -0.0060 0.0014 -0.0056
H 0.58927 5.82953 1.73559 -0.0122 0.0009 -0.0015
H -0.23677 5.96414 0.17295 -0.0077 -0.0108 0.0087
```
Forces are in eV/Å.

Values from the calculation:
Multiplicity ... 2
E_LUMO (spin up / spin down) ... 0.129 / -2.020 eV
ΔE to the lowest compared entry with this formula, charge and spin ... 0.912 eV

Here are the Mulliken charges for atoms 1 to 8, given in e: 0.55 -0.50 0.29 0.16 -0.59 -0.54 -0.54 -0.49